No. 1
C12H20Cl3GeMgN5S2 | ωB97M-V/def2-TZVPD

## Properties
Lowest unoccupied orbital energy (alpha / beta)   -3.95 / -6.36 eV
Energy above the lowest of the compared OMol25 structures with the same formula, charge and spin   0.9308 eV
DFT total energy   -141415.9669 eV
F_max   1.130 eV/A
HOMO (alpha / beta)   -0.4229 / -0.4227 Eh
Total charge   +1
2S+1   2

CARTESIAN COORDINATES (ANGSTROEM)
1 Mg -0.16583 0.08545 0.31650
2 C 3.99517 3.57832 -1.22271
3 S 4.12201 1.91179 -0.55363
4 C 2.48077 1.36152 -0.62653
5 S 2.33217 -0.27673 -0.00893
6 N 1.56481 2.19170 -1.04979
7 N 0.30591 1.64553 -0.92977
8 C -0.64936 2.14982 -1.59524
9 C -1.97598 1.48000 -1.49561
10 C -3.05068 1.90018 -2.24773
11 C -4.24405 1.19256 -2.16890
12 C -4.32391 0.09032 -1.33923
13 C -3.20713 -0.26579 -0.60308
14 N -2.05631 0.41004 -0.66802
15 H 4.99388 3.99706 -1.11096
16 H 3.27716 4.16537 -0.65831
17 H 3.71579 3.55114 -2.27234
18 H -0.49729 3.00214 -2.25174
19 H -2.94851 2.76173 -2.89471
20 H -5.10005 1.49914 -2.75762
21 H -5.23034 -0.49367 -1.26032
22 H -3.23054 -1.12236 0.06163
23 C -2.87689 -0.19552 3.50290
24 C -1.40556 0.15084 3.68970
25 C -1.23757 1.26929 4.71100
26 C -0.60832 -1.08038 4.09638
27 N -0.93890 0.60307 2.33776
28 N 0.40781 1.12550 2.24270
29 H -3.28991 -0.58335 4.43391
30 H -2.99989 -0.96232 2.73418
31 H -3.46148 0.68638 3.22150
32 H -1.67864 0.96477 5.66158
33 H -1.74608 2.18380 4.38948
34 H -0.18723 1.49691 4.90580
35 H -1.00214 -1.47722 5.03325
36 H 0.44806 -0.85424 4.26800
37 H -0.68667 -1.87009 3.34873
38 H -1.54598 1.36751 2.04811
39 H 1.04019 0.43675 2.63918
40 H 0.53777 1.98984 2.76070
41 Cl -1.86089 -3.45279 1.18850
42 Ge -0.07597 -2.49653 0.44435
43 Cl 1.55793 -3.45869 1.41965
44 Cl -0.03855 -2.87580 -1.67232

No. 2
C12H20F6InNO3 | ωB97M-V/def2-TZVPD

## Properties
Lowest unoccupied orbital energy   -2.22 eV
Energy above the lowest of the compared OMol25 structures with the same formula, charge and spin   3.1635 eV
DFT total energy   -41872.7976 eV
F_max   5.151 eV/A
HOMO   -0.2677 Eh
Total charge   0

CARTESIAN COORDINATES (ANGSTROEM)
1 O -1.18823 1.37877 -3.53742
2 C -1.58042 0.38113 -2.87466
3 C -1.61018 -1.10526 -3.42423
4 In 0.42302 -2.08706 -3.60111
5 C 1.35587 -2.67767 -1.63250
6 C 0.95478 -1.74891 -0.38239
7 C 2.28688 -0.95795 0.08097
8 C 1.99553 0.32649 0.98519
9 F 0.99286 -0.07760 1.94559
10 F 3.20051 0.73626 1.66049
11 C 1.49310 1.60960 0.12455
12 F 2.55667 2.50385 -0.14178
13 F 0.42845 2.23048 0.86533
14 F 0.94106 1.25603 -1.11671
15 C 1.90829 -0.91899 -4.89821
16 C 1.72197 0.65069 -4.83107
17 O 1.06872 1.20019 -5.75559
18 F 2.22165 1.50486 -3.80082
19 H -1.97704 0.60311 -1.80665
20 H -2.03650 -1.05564 -4.49826
21 H -2.36681 -1.70434 -2.80962
22 H 0.14296 -3.64051 -4.51113
23 H 1.08641 -3.77283 -1.38097
24 H 2.50082 -2.65588 -1.76412
25 H 0.05011 -1.07560 -0.55043
26 H 0.69849 -2.45984 0.49217
27 H 2.98908 -0.70902 -0.79568
28 H 2.87559 -1.69799 0.74035
29 H 1.69711 -1.24240 -5.96810
30 H 2.94198 -1.20678 -4.50936
31 C -3.82574 2.00334 4.91200
32 C -2.87198 0.91539 4.54114
33 O -3.03275 -0.25746 4.74026
34 N -1.67661 1.22387 3.78283
35 C -0.41276 0.79907 4.45379
36 H -4.64315 1.58410 5.49790
37 H -3.31233 2.76119 5.50827
38 H -4.23251 2.45595 4.00424
39 H -1.66149 2.20473 3.49514
40 H -1.75985 0.60352 2.96803
41 H -0.28710 1.38568 5.36401
42 H 0.40158 1.00080 3.75821
43 H -0.45804 -0.26737 4.67034

No. 3
C12H20FO8S | ωB97M-V/def2-TZVPD

## Properties
Lowest unoccupied orbital energy   2.50 eV
Energy above the lowest of the compared OMol25 structures with the same formula, charge and spin   0.0217 eV
DFT total energy   -42698.9880 eV
F_max   7.917 eV/A
HOMO   -0.2118 Eh
Total charge   -1

CARTESIAN COORDINATES (ANGSTROEM)
1 F 2.29446 0.93466 0.53647
2 C -1.90293 1.12168 -0.29122
3 C -1.35735 2.25763 0.59513
4 C -0.32682 3.01427 -0.18997
5 O -0.76688 4.44159 0.11622
6 C -2.00742 4.46059 0.55520
7 O -2.64281 5.49470 0.65739
8 O -2.50571 3.25159 0.74774
9 H -2.82913 0.91560 0.20318
10 H -1.33452 0.18293 -0.54586
11 H -2.14944 1.52639 -1.23561
12 H -1.03317 1.96556 1.51104
13 H -0.24654 2.77590 -1.23443
14 H 0.60277 2.89024 0.18622
15 C 1.67815 -1.10542 4.03724
16 C 0.48608 -0.54525 3.18103
17 C 0.19306 -1.44309 1.84723
18 O -1.07480 -1.93658 2.25797
19 C -1.42707 -1.63007 3.55443
20 O -2.36986 -1.93084 4.20805
21 O -0.56344 -0.75382 4.10000
22 H 2.02848 -0.49531 4.86005
23 H 2.50942 -1.29501 3.44792
24 H 1.45444 -1.97162 4.53734
25 H 0.65722 0.56522 2.94577
26 H 0.74664 -2.32240 1.87482
27 H 0.07608 -0.79381 1.13073
28 C -0.11432 -0.58878 -3.57554
29 C 0.88643 -0.04190 -2.55822
30 C 1.66200 -1.07621 -1.88921
31 S 0.98811 -2.65433 -2.51166
32 O -0.20365 -3.06295 -1.67835
33 O 2.01245 -3.66813 -2.74795
34 C 0.45103 -1.98748 -4.01458
35 H -0.33540 0.12098 -4.45001
36 H -1.05749 -0.77162 -3.06004
37 H 0.43841 0.44044 -1.78534
38 H 1.56409 0.50225 -3.27636
39 H 2.11674 -0.86215 -0.74074
40 H 2.59362 -1.09145 -2.25794
41 H -0.31154 -2.62556 -4.29824
42 H 1.12061 -2.20843 -4.74991

No. 4
C12H20IMnN7S2 | ωB97M-V/def2-TZVPD

## Properties
Lowest unoccupied orbital energy (alpha / beta)   -12.32 / -10.19 eV
Energy above the lowest of the compared OMol25 structures with the same formula, charge and spin   0.6437 eV
DFT total energy   -84266.3007 eV
F_max   2.459 eV/A
HOMO (alpha / beta)   -0.6186 / -0.6185 Eh
Total charge   +3
2S+1   5

CARTESIAN COORDINATES (ANGSTROEM)
1 Mn 0.64984 -0.51705 0.30810
2 C 1.32959 3.07885 3.19700
3 N 0.37520 2.04072 3.60285
4 C -0.34206 2.20987 4.87520
5 C 0.20484 0.97166 2.84830
6 N 0.75109 0.83975 1.64504
7 N -0.58989 -0.03462 3.35369
8 C -0.79844 -1.29401 2.83752
9 N -1.46720 -2.12637 3.62414
10 N -0.36494 -1.62699 1.64482
11 H 1.55642 3.69884 4.05758
12 H 0.92244 3.72674 2.41740
13 H 2.27110 2.63856 2.86494
14 H -0.19835 3.22616 5.22374
15 H 0.04809 1.54190 5.64800
16 H -1.41622 2.06444 4.74977
17 H 1.31872 1.64219 1.39458
18 H -0.95962 0.12741 4.27715
19 H -1.76133 -1.88317 4.55766
20 H -1.71409 -3.05630 3.32105
21 H -0.53804 -2.60132 1.43493
22 S 1.90210 -1.47634 -1.13305
23 C 2.05134 -1.77194 -2.81338
24 N 1.47745 -2.77269 -3.42957
25 C 1.71148 -2.89533 -4.87201
26 C 2.87500 -1.95677 -5.21302
27 S 3.06699 -0.81117 -3.80158
28 H 0.91837 -3.46362 -2.94410
29 H 0.79741 -2.62388 -5.40287
30 H 1.95034 -3.92833 -5.11822
31 H 2.68047 -1.36086 -6.10078
32 H 3.81969 -2.48068 -5.33958
33 I -2.65060 -0.66943 -4.74804
34 C -2.21337 0.33171 -2.95674
35 C -2.90477 1.47109 -2.56473
36 C -2.54500 2.08191 -1.37153
37 C -1.52097 1.54630 -0.61616
38 N -0.85523 0.44184 -0.99116
39 C -1.20393 -0.14906 -2.14250
40 H -3.70216 1.87677 -3.17339
41 H -3.05524 2.97249 -1.03180
42 H -1.21347 2.01015 0.31016
43 H -0.66301 -1.03944 -2.42941

No. 5
C12H20N2 | ωB97M-V/def2-TZVPD

## Properties
Lowest unoccupied orbital energy   0.80 eV
Energy above the lowest of the compared OMol25 structures with the same formula, charge and spin   12.1123 eV
DFT total energy   -15737.0754 eV
F_max   13.641 eV/A
HOMO   -0.3005 Eh
Total charge   0

CARTESIAN COORDINATES (ANGSTROEM)
1 C 0.92379 -2.46685 3.30081
2 C 0.81529 -2.98559 2.07283
3 C 0.53256 -3.04226 0.78044
4 C -0.04354 -1.94295 -0.11257
5 C -1.71600 -1.32103 -1.85340
6 C -2.06880 -0.05101 -1.64015
7 C -0.85986 0.94696 -1.78669
8 C -1.10180 2.23103 -0.84136
9 C 0.83881 3.41254 0.20405
10 C 1.73930 2.04402 0.37158
11 C 1.76237 0.94438 1.16320
12 C 2.24361 0.03857 2.12941
13 H 1.93768 -2.19864 3.65767
14 H 0.12476 -2.90423 3.89132
15 H 0.49621 -4.07872 0.42343
16 H 0.74618 -1.57313 -0.80492
17 H 0.08603 -0.95480 0.58881
18 H -0.98598 -3.30606 -1.00158
19 H -2.65735 -1.92486 -2.18244
20 H -1.00859 -1.74214 -2.56423
21 H -3.09990 -0.19469 -2.45236
22 H -2.43542 -0.04054 -0.50315
23 H 0.10388 0.53955 -1.37966
24 H -0.57067 1.35090 -2.81475
25 H -1.95570 2.82507 -1.43605
26 H -1.41559 1.89981 0.23654
27 H -0.17718 4.31299 -1.23399
28 H 0.33016 3.68307 1.16530
29 H 1.48940 4.20788 -0.01928
30 H 2.05502 1.67826 -0.58509
31 H 1.63442 -0.72766 2.52889
32 H 3.51270 0.39987 2.37612
33 N -1.24311 -2.32753 -0.80240
34 N -0.03268 3.26779 -0.87634

No. 6
C12H20N4O3 | ωB97M-V/def2-TZVPD

## Properties
SMILES string   CC[C@H](C)[C@H](N)C(=O)N[C@@H](Cc1c[nH]cn1)C(=O)O
Lowest unoccupied orbital energy   0.46 eV
Energy above the lowest of the compared OMol25 structures with the same formula, charge and spin   2.7842 eV
DFT total energy   -24870.5108 eV
F_max   3.524 eV/A
HOMO   -0.3163 Eh
Total charge   0

CARTESIAN COORDINATES (ANGSTROEM)
1 C -1.39865 -5.66178 -2.61533
2 C -0.49655 -4.81110 -1.78619
3 C -0.85851 -3.31307 -1.72032
4 C -0.67121 -2.61508 -3.07104
5 C 0.10044 -2.41942 -0.79240
6 N 0.24949 -2.79657 0.55905
7 C -0.26722 -0.82687 -0.70211
8 O -1.35419 -0.47640 -0.36327
9 N 0.74087 0.03135 -0.90639
10 C 0.98760 1.15398 0.01954
11 C -0.18491 2.07683 -0.05849
12 C -0.15349 3.26924 0.88865
13 C -1.03674 3.68602 1.87573
14 N -0.61323 4.98045 2.27443
15 C 0.44195 5.32714 1.44117
16 N 0.76385 4.35951 0.68193
17 C 1.12482 0.60093 1.41151
18 O 0.27492 0.71759 2.29029
19 O 2.27811 -0.00625 1.55433
20 H -1.81260 -5.15980 -3.49118
21 H -1.00968 -6.66105 -2.89189
22 H -2.20468 -5.98334 -1.96818
23 H 0.56384 -4.93600 -2.06695
24 H -0.52249 -5.18441 -0.70042
25 H -1.83115 -3.25770 -1.34901
26 H -0.90433 -1.56045 -3.20226
27 H 0.36358 -2.71438 -3.32542
28 H -1.17009 -3.05010 -3.90506
29 H 1.08317 -2.46501 -1.33816
30 H 0.96972 -3.51494 0.65780
31 H 0.55643 -1.91529 1.05025
32 H 1.65575 -0.39655 -0.93381
33 H 1.91516 1.54650 -0.44273
34 H -0.19479 2.31836 -1.11923
35 H -1.00945 1.39886 0.19023
36 H -1.89668 3.21135 2.35523
37 H -1.16342 5.61528 2.92207
38 H 1.05524 6.23102 1.64431
39 H 2.45372 -0.22589 2.45610

Question: Which of these has the highest F_max?
Answer: C12H20N2